Molecular formula: C5H4O
Method: DFT, ωB97M-V/def2-TZVPD

XYZ file:
```
10
Properties=species:S:1:pos:R:3:nbo_charge:R:1
C 0.269 0.892 0.924 -0.508
C 0.389 1.684 1.909 0.281
C -0.203 -0.329 0.231 0.324
C -1.144 -1.322 0.283 -0.463
C 0.976 1.212 -0.468 0.017
O 0.636 -0.144 -0.911 -0.498
H -1.438 -2.025 -0.460 0.237
H -1.549 -1.325 1.260 0.211
H 0.506 1.990 -0.974 0.193
H 2.159 1.392 -0.430 0.206
```

## Properties
Spin multiplicity ... 1
Energy ... -267.9312 a.u.
HOMO level ... -9.20 eV
Strongest force on any atom ... 4.191 eV/Å
Energy relative to the best compared isomer or geometry (same formula, charge and spin) ... 475.7 kJ/mol



Molecular formula: C4H7N2S
Method: DFT, ωB97M-V/def2-TZVPD

XYZ file:
```
14
Properties=species:S:1:pos:R:3:nbo_charge:R:1
C -0.345 -0.062 -0.541 0.174
C -3.309 -0.270 0.163 -0.164
C 1.769 0.701 0.049 -0.238
C 2.002 -0.870 -0.026 -0.535
N -2.739 0.196 -0.779 -0.083
N 0.323 0.909 -0.146 -0.543
S 0.324 -1.570 -0.450 0.418
H -4.330 -0.005 0.305 0.283
H -2.929 -0.871 1.118 0.274
H 2.000 0.983 1.052 0.232
H 2.191 1.415 -0.646 0.236
H 2.825 -1.074 -0.666 0.259
H 2.209 -1.265 1.026 0.253
H 0.009 1.782 -0.460 0.432
```

## Properties
Spin multiplicity ... 1
Energy ... -663.8804 a.u.
Net charge ... +1
HOMO level ... -13.80 eV
Strongest force on any atom ... 5.682 eV/Å
Energy relative to the best compared isomer or geometry (same formula, charge and spin) ... 509.9 kJ/mol



Molecular formula: C2H6O3
Method: DFT, ωB97M-V/def2-TZVPD

XYZ file:
```
11
Properties=species:S:1:pos:R:3:nbo_charge:R:1
C 0.003 0.569 1.155 -0.676
C 0.298 1.192 -0.266 0.794
O -0.623 1.783 -0.817 -0.602
O 1.541 1.253 -0.633 -0.694
H 0.597 1.254 1.819 0.225
H 0.448 -0.517 1.222 0.230
H -0.905 0.461 1.423 0.208
H 1.724 1.217 -1.616 0.513
O -0.856 -2.394 -0.452 -0.940
H -0.497 -2.253 -1.357 0.476
H -1.729 -2.562 -0.477 0.466
```

## Properties
Spin multiplicity ... 1
Energy ... -305.4929 a.u.
HOMO level ... -10.05 eV
Strongest force on any atom ... 9.708 eV/Å
Energy relative to the best compared isomer or geometry (same formula, charge and spin) ... 156.6 kJ/mol
SMILES string ... CC(=O)O.O



Molecular formula: C5H15N2
Method: DFT, ωB97M-V/def2-TZVPD

XYZ file:
```
22
Properties=species:S:1:pos:R:3:nbo_charge:R:1
C 1.534 -0.741 1.113 -0.637
C 0.703 0.580 1.128 -0.042
C 1.596 1.803 0.885 -0.626
N -0.401 0.583 0.115 -0.654
C -1.478 -0.399 0.199 -0.258
C -1.717 -0.944 -1.216 -0.239
N -0.424 -0.779 -1.967 -0.732
H 2.062 -0.944 2.034 0.248
H 2.366 -0.688 0.406 0.211
H 0.918 -1.625 0.911 0.201
H 0.250 0.542 2.120 0.193
H 2.418 1.364 0.303 0.215
H 1.102 2.571 0.279 0.214
H 2.061 2.267 1.754 0.249
H -0.711 1.549 0.139 0.401
H -1.036 -1.211 0.797 0.218
H -2.407 -0.166 0.705 0.242
H -2.034 -2.004 -1.315 0.241
H -2.479 -0.399 -1.792 0.223
H -0.621 -0.190 -2.781 0.431
H 0.079 -0.078 -1.296 0.461
H 0.001 -1.645 -2.279 0.441
```

## Properties
Spin multiplicity ... 1
Energy ... -308.7567 a.u.
Net charge ... +1
HOMO level ... -14.02 eV
Strongest force on any atom ... 1.900 eV/Å
Energy relative to the best compared isomer or geometry (same formula, charge and spin) ... 94.4 kJ/mol
SMILES string ... CC(C)NCC[NH3+]



Molecular formula: C12H14OSe
Method: DFT, ωB97M-V/def2-TZVPD

XYZ file:
```
28
Properties=species:S:1:pos:R:3:nbo_charge:R:1
C -3.541 1.610 0.031 -0.192
C -3.176 0.677 -0.916 -0.212
C -3.240 1.383 1.369 -0.216
C -2.310 -0.326 -0.551 -0.229
C -2.370 0.435 1.729 -0.233
C -1.849 -0.435 0.783 -0.189
C 2.349 1.577 0.704 -0.419
C 1.140 1.215 0.313 -0.169
C 0.140 -2.295 -2.009 0.454
C 2.311 -1.565 0.075 -0.699
C 0.693 0.310 -0.761 -0.513
C 0.816 -1.163 -0.198 -0.221
O 0.580 -2.037 -3.088 -0.506
Se -0.392 -1.631 1.170 0.383
H -3.957 2.556 -0.370 0.218
H -3.246 0.907 -1.962 0.213
H -3.645 2.113 2.059 0.220
H -1.824 -0.718 -1.412 0.213
H -1.934 0.373 2.747 0.229
H 2.343 2.421 1.525 0.196
H 3.310 1.579 0.204 0.199
H 0.368 1.593 0.994 0.203
H -0.379 -3.162 -1.752 0.116
H 3.006 -0.891 -0.566 0.225
H 2.424 -2.611 -0.283 0.237
H 2.696 -1.188 1.064 0.246
H 1.346 0.316 -1.591 0.224
H -0.250 0.549 -1.080 0.225
```

## Properties
Spin multiplicity ... 1
Energy ... -2942.1419 a.u.
HOMO level ... -7.64 eV
Strongest force on any atom ... 5.082 eV/Å
Energy relative to the best compared isomer or geometry (same formula, charge and spin) ... 256.0 kJ/mol



Molecular formula: C18H21F2N2
Method: DFT, ωB97M-V/def2-TZVPD

XYZ file:
```
43
Properties=species:S:1:pos:R:3:nbo_charge:R:1
C -4.125 -2.855 1.324 -0.417
N -3.500 -1.524 1.222 -0.122
C -4.347 -0.368 1.213 -0.463
N -2.175 -1.445 1.250 -0.106
C -1.484 -0.295 1.345 -0.340
H -5.074 -2.829 0.748 0.224
H -3.409 -3.597 0.917 0.243
H -4.379 -3.106 2.384 0.227
H -5.338 -0.727 0.917 0.238
H -4.455 0.100 2.204 0.224
H -4.046 0.424 0.512 0.228
H -0.403 -0.533 1.380 0.286
H -2.019 0.514 1.977 0.239
C 2.843 5.100 1.455 -0.641
C 2.139 3.814 1.261 -0.025
C 2.731 2.747 0.589 0.448
F 3.996 2.936 0.082 -0.323
C 2.088 1.538 0.323 -0.233
C 0.676 1.440 0.535 -0.148
C -0.162 0.364 -0.028 0.045
C 0.417 -0.655 -0.962 -0.127
C 1.369 -0.336 -1.968 -0.279
C 1.891 -1.357 -2.756 0.467
F 2.982 -1.089 -3.576 -0.331
C 1.551 -2.701 -2.613 -0.047
C 2.185 -3.720 -3.487 -0.640
C 0.647 -3.001 -1.592 -0.190
C 0.072 -2.002 -0.812 -0.198
C 0.077 2.490 1.285 -0.163
C 0.796 3.635 1.626 -0.184
H 2.281 5.688 2.167 0.227
H 3.838 4.928 1.847 0.246
H 2.914 5.656 0.520 0.249
H 2.665 0.696 -0.076 0.253
H -1.150 0.750 -0.352 0.264
H 1.803 0.658 -2.036 0.246
H 1.692 -4.679 -3.342 0.225
H 2.003 -3.347 -4.496 0.240
H 3.264 -3.871 -3.364 0.247
H 0.406 -4.043 -1.380 0.230
H -0.557 -2.258 0.044 0.233
H -0.989 2.416 1.556 0.216
H 0.286 4.441 2.159 0.232
```

## Properties
Spin multiplicity ... 1
Energy ... -1007.3395 a.u.
Net charge ... +1
HOMO level ... -11.86 eV
Strongest force on any atom ... 3.004 eV/Å
Energy relative to the best compared isomer or geometry (same formula, charge and spin) ... 235.1 kJ/mol